1.
2 unconnected molecules or ions with the total composition C2H7NO4, computed with the ωB97M-V functional and the def2-TZVPD basis.

Properties
- 2S+1: 1
- Strongest force on any atom: 2.72 eV Å⁻¹
- SMILES: O=C(O)O.CON
- Kohn-Sham gap: 10.71 eV
- HOMO: -10.20 eV
- Energy relative to the best compared isomer or geometry (same formula, charge and spin): 55.2 kcal/mol
- LUMO energy: 0.52 eV

XYZ file:
```
14
Properties=species:S:1:pos:R:3:forces:R:3
O 0.894181 1.765712 1.175358 -0.4 -2.0 0.0
C 1.034201 0.565585 1.345942 1.1 2.0 1.5
O 2.115130 -0.128023 0.965597 0.5 0.7 -1.3
O 0.355988 -0.181327 2.217664 -1.0 -0.3 -0.7
H 2.627137 0.531094 0.453157 -0.1 -0.6 0.1
H 0.572472 -1.109783 2.015485 -0.1 0.3 0.4
C -0.704044 -1.159531 -1.334043 0.1 0.0 0.1
O -0.338912 0.195069 -1.091874 -1.4 0.6 0.5
N -1.530988 0.975255 -0.602363 1.3 -0.6 -0.7
H -0.216843 -1.488342 -2.255799 0.0 0.1 0.1
H -1.782970 -1.311238 -1.438891 0.2 0.3 0.1
H -0.334024 -1.777273 -0.509857 -0.1 -0.1 0.0
H -1.217375 1.349690 0.298159 0.1 -0.2 -0.2
H -1.473953 1.773111 -1.238536 -0.2 -0.1 0.2
```
Positions in Å, forces in eV/Å.

Here are the Löwdin charges for atoms 1 to 4, given in e: 0.09, -0.67, 0.12, 0.14

2.
A molecular structure, C12H40N14O14Zn, computed with the ωB97M-V functional and the def2-TZVPD basis.

Properties
- 2S+1: 1
- Strongest force on any atom: 8.75 eV Å⁻¹
- Kohn-Sham gap: 7.55 eV
- HOMO: -8.45 eV
- Energy relative to the best compared isomer or geometry (same formula, charge and spin): 42.4 kcal/mol
- LUMO energy: -0.90 eV

XYZ file:
```
81
Properties=species:S:1:pos:R:3:forces:R:3
Zn 2.301114 1.267211 1.457485 -1.6 -0.5 0.1
C 0.207858 0.097450 0.793952 2.4 0.8 -0.5
O 0.334475 1.364077 0.896594 -2.1 1.5 -0.6
O -0.712710 -0.576601 0.259841 -0.9 0.9 0.3
O 1.293496 -0.463360 1.208517 0.9 -2.4 0.9
C -0.413991 2.656446 -3.426622 1.4 -0.8 1.5
O 0.794162 2.720161 -3.747981 -0.8 0.6 -0.4
N -0.786022 1.655965 -2.598334 -1.4 0.4 -0.3
N -1.393125 3.521068 -3.721232 0.4 0.4 -0.9
H -0.115057 1.057840 -2.160860 -0.8 0.8 0.3
H -1.770262 1.585263 -2.406697 0.2 0.0 0.6
H -2.320103 3.403959 -3.354118 -0.1 0.2 0.2
H -1.148215 4.330041 -4.263609 -0.2 0.0 0.0
C 1.884745 -1.031477 -3.452147 1.5 -0.8 -0.5
O 2.567643 -0.692865 -4.426188 -0.2 -0.3 0.4
N 1.005268 -0.191314 -2.890447 -0.5 -0.7 -0.1
N 1.975789 -2.245858 -2.820340 -0.1 0.6 -0.1
H 0.848803 0.700247 -3.328379 0.3 -0.4 -0.5
H 0.557968 -0.433689 -2.022685 -0.1 -0.3 -0.1
H 1.534954 -2.307725 -1.913943 0.0 -0.6 0.0
H 2.750731 -2.856725 -2.999803 0.1 0.1 -0.2
C 1.092829 2.420447 4.048749 -1.4 1.3 -1.9
O 1.916491 1.768451 3.377773 1.1 -0.5 0.3
N 1.443625 3.245592 5.040985 0.6 0.0 0.8
N -0.201322 2.539430 3.661907 0.3 -0.3 0.3
H 0.766414 3.866090 5.441766 0.0 -0.1 0.2
H 2.368275 3.254033 5.434540 0.0 -0.1 -0.2
H -0.637890 1.875957 3.024563 0.2 -0.2 -0.1
H -0.815370 3.129598 4.193689 -0.1 -0.1 0.1
C -3.581576 0.184101 -2.415947 -1.5 -0.7 0.5
O -3.829747 1.322498 -2.004905 -2.4 -5.9 -6.0
N -2.773167 -0.697708 -1.783941 -0.4 0.3 -0.4
N -4.250902 -0.347337 -3.483968 0.4 0.5 0.3
H -2.222150 -0.457854 -0.976566 0.1 0.0 0.2
H -2.667000 -1.589077 -2.227218 0.5 -0.2 0.2
H -4.051938 -1.296970 -3.725919 -0.1 0.0 -0.7
H -4.595937 0.337282 -4.134202 -0.2 -0.4 -0.2
C 3.493960 -3.461183 1.127309 1.5 -1.1 1.3
O 4.440355 -4.229140 0.965188 -0.5 0.0 -0.4
N 2.677565 -3.552996 2.220998 -1.1 1.4 -0.4
N 3.265225 -2.417149 0.280889 -0.1 -0.6 0.4
H 2.748794 -4.193785 2.985640 0.6 -0.4 -0.3
H 2.130403 -2.728216 2.426590 -0.3 -0.3 0.1
H 4.022190 -2.358511 -0.375411 -0.2 0.6 -0.2
H 2.672199 -1.671054 0.614855 -0.1 0.3 -0.6
C 3.573763 1.036111 -1.437094 -1.3 -0.7 -2.6
O 3.069734 1.127258 -0.292776 1.0 0.4 0.3
N 4.659323 0.276854 -1.749761 0.8 -0.2 1.9
N 2.963345 1.478442 -2.547183 1.6 0.9 1.4
H 4.964874 0.032949 -2.673726 -0.4 0.2 -0.2
H 5.111023 -0.222582 -1.001551 0.0 0.1 0.0
H 3.481573 1.284576 -3.384712 -0.6 0.1 -0.5
H 2.053528 1.924413 -2.625422 0.3 0.4 0.0
C -2.691690 3.812627 -0.450164 -0.6 -1.6 -0.8
O -3.368237 4.662093 -1.029846 0.3 0.3 0.4
N -1.704427 4.101686 0.424713 0.5 1.9 0.2
N -2.848979 2.482443 -0.742384 2.8 5.4 4.4
H -1.305011 3.491173 1.111138 0.0 -0.3 -0.2
H -1.621030 5.102625 0.520553 0.4 -0.2 0.4
H -3.745814 2.230311 -1.121163 0.6 0.9 1.7
H -2.203909 1.885612 -0.242442 -0.5 -0.4 -0.1
C -1.895050 -0.657591 3.873567 0.9 -0.4 0.2
C -0.505101 -1.136397 4.357367 -0.7 0.0 -1.3
O 0.159887 -1.936534 3.386402 0.0 -0.3 0.6
O -1.812848 0.206194 2.753337 0.2 0.5 0.0
H -2.276345 -0.075547 4.717065 -0.5 -0.1 -0.2
H -2.514802 -1.514499 3.606989 -0.1 0.0 0.3
H -0.660141 -1.780674 5.221907 0.2 0.1 0.1
H 0.065812 -0.240443 4.622145 0.3 -0.1 0.1
H 0.271098 -1.505990 2.527847 0.1 0.4 0.2
H -1.716301 -0.281067 1.919497 -0.3 0.0 0.3
C -0.592498 -3.927686 -0.096358 0.3 -0.5 -0.5
C -2.058018 -3.727403 0.235593 0.9 0.1 1.0
O -2.130337 -2.734933 1.251448 -0.5 0.4 0.4
O -0.071188 -2.876421 -0.908645 -0.7 -0.3 0.3
H -0.393533 -4.873946 -0.603528 -0.2 0.1 -0.2
H -0.058916 -3.968189 0.859207 0.0 0.0 0.0
H -2.384574 -4.645452 0.727474 -0.4 0.0 -0.4
H -2.688503 -3.419607 -0.601581 0.1 -0.4 -0.2
H -1.485679 -2.027657 1.079999 -0.3 -0.4 -0.2
H -0.449874 -2.085363 -0.488285 0.7 0.4 -0.2
```
Positions in Å, forces in eV/Å.

Here are the Löwdin charges for atoms 1 to 4, given in e: 0.93, -0.84, -0.08, -0.08